Formula: C38H41N8O4RbS3
Source: the Open Molecules 2025 dataset
Level of theory: ωB97M-V/def2-TZVPD

Geometry as XYZ:
```
95
Properties=species:S:1:pos:R:3
Rb 0.71 -0.27 -0.08
S -0.86 -0.87 -2.86
C -2.07 0.13 -2.16
N -2.74 1.03 -2.78
N -3.60 1.81 -1.94
C -4.96 1.44 -1.89
C -5.86 2.35 -1.34
C -7.20 2.01 -1.20
C -7.66 0.76 -1.60
C -6.76 -0.13 -2.16
C -5.42 0.19 -2.31
N -2.17 0.02 -0.72
N -3.23 -0.46 -0.31
C -3.37 -0.50 1.11
C -2.33 -0.83 1.97
C -2.55 -0.84 3.34
C -3.80 -0.50 3.84
C -4.84 -0.18 2.97
C -4.63 -0.20 1.60
H -3.54 2.76 -2.29
H -5.51 3.31 -1.00
H -7.89 2.73 -0.76
H -8.70 0.50 -1.49
H -7.10 -1.11 -2.49
H -4.72 -0.51 -2.74
H -1.37 -1.12 1.57
H -1.75 -1.12 4.01
H -3.98 -0.49 4.91
H -5.81 0.08 3.36
H -5.42 0.04 0.90
O 0.29 -5.97 6.21
C -0.32 -4.74 5.92
N -0.17 -4.34 4.54
C -0.77 -5.09 3.58
O -1.47 -6.05 3.87
C -0.56 -4.69 2.15
C -1.01 -5.54 1.15
C -0.86 -5.16 -0.17
C -0.25 -3.95 -0.45
N 0.19 -3.12 0.50
C 0.03 -3.50 1.77
H -0.22 -6.64 5.74
H 0.15 -3.98 6.54
H -1.39 -4.77 6.13
H 0.59 -3.73 4.29
H -1.49 -6.47 1.43
H -1.21 -5.79 -0.98
H -0.15 -3.59 -1.47
H 0.36 -2.77 2.51
C -0.31 2.98 -1.86
S -0.22 3.03 -0.07
O 1.17 2.54 0.27
C -0.18 4.81 0.09
C 1.04 5.46 0.10
C 1.06 6.84 0.26
C -0.13 7.54 0.41
C -1.35 6.86 0.41
C -1.37 5.49 0.25
H 0.58 3.47 -2.26
H -1.21 3.49 -2.18
H -0.36 1.93 -2.18
H 1.96 4.89 -0.01
H 2.00 7.37 0.27
H -0.11 8.61 0.54
H -2.27 7.41 0.54
H -2.31 4.94 0.29
C 4.13 4.12 2.07
C 4.43 2.95 3.00
C 3.51 1.75 2.80
N 2.13 2.14 3.05
C 1.13 1.29 3.24
S 1.34 -0.38 3.30
N -0.14 1.82 3.37
C -0.59 3.14 3.45
O -1.70 3.42 3.06
C 0.30 4.16 4.09
C 1.05 3.86 5.23
C 1.83 4.84 5.82
C 1.87 6.12 5.27
C 1.11 6.42 4.14
C 0.31 5.45 3.57
H 4.89 4.89 2.15
H 3.17 4.60 2.30
H 4.09 3.79 1.03
H 4.38 3.27 4.04
H 5.45 2.60 2.82
H 3.77 0.94 3.48
H 3.60 1.36 1.78
H 1.90 3.09 2.80
H -0.89 1.15 3.22
H 1.02 2.86 5.64
H 2.40 4.62 6.71
H 2.49 6.88 5.73
H 1.14 7.42 3.72
H -0.30 5.68 2.70
```

Results
* spin multiplicity: 1
* energy above the lowest of the compared OMol25 structures with the same formula, charge and spin: 3.7 kcal/mol
* LUMO energy: -0.31 eV
* total charge: 0